# 1
This record from OMol25 describes C37H32Cl2MnN4O9 as an isolated structure. The level of theory is ωB97M-V/def2-TZVPD.

```
85
Properties=species:S:1:pos:R:3:forces:R:3
Mn -1.3340 0.1154 0.3285 -0.7718 -0.3524 -0.2203
Cl 3.5469 -1.0736 0.8161 0.1156 0.2219 -0.2275
Cl 3.2412 -1.9152 -4.5808 -0.0324 -0.0173 -0.0107
O -3.9081 -1.1389 0.1090 -0.0333 -0.1318 -0.0124
O -1.1097 -1.8012 0.5104 -0.0486 -0.3384 -0.1612
O 0.5152 0.2043 -0.6659 -0.0103 0.0484 -0.2475
O -1.2884 -4.5190 0.4175 -0.3423 -0.1320 -0.1508
O -4.0865 0.9832 1.1285 -0.2293 -0.1301 -0.0238
O -1.5004 2.1305 0.6127 0.3345 -0.0004 0.0533
O -0.0820 2.2609 -1.2827 -0.0424 -0.1975 0.0196
O -0.9188 -0.3712 -3.2124 -0.1173 -0.0882 0.1988
O -2.3240 2.2991 -1.5083 -0.2883 0.2088 0.0440
N -0.2360 0.3839 1.8923 0.0975 0.5758 0.2982
N 0.1617 1.7022 2.1409 0.1669 -0.4918 0.3590
N -2.2833 -0.5183 -1.3483 0.1781 -0.2860 -0.0616
N 4.1895 -0.4582 -2.2317 0.0648 -0.0615 0.5133
C -3.2276 -0.1424 1.0544 0.2193 0.4241 -0.0979
C 1.5036 -3.6258 -1.4295 -0.0279 -0.0303 0.0187
C 5.5076 1.2236 -1.0681 0.0259 -0.0572 0.0593
C 0.4600 -0.4810 2.5465 0.2623 -0.0935 0.2001
C -2.6693 -4.4868 0.7876 0.0962 -0.0715 -0.0486
C 0.3682 -1.8873 2.3883 -0.0742 -0.2130 0.0256
C 2.9082 -1.8529 -0.6031 0.1193 -0.0173 -0.2751
C 0.9305 4.4975 2.0996 0.0280 -0.0806 0.0177
C 0.1936 6.7341 1.6110 0.0253 -0.0218 0.0241
C -3.3150 -0.7887 2.4085 -0.0312 -0.2080 0.0653
C -1.4106 2.0390 -0.7897 0.2735 0.2264 -0.3299
C 1.8925 -3.3195 -2.7219 -0.0352 -0.0542 -0.0387
C 1.2054 -4.0581 3.0617 0.0146 -0.2165 -0.0140
C -1.8434 -0.8836 -2.6329 0.0770 0.2321 -0.0931
C 4.2873 0.8149 -1.5983 -0.2395 -0.2508 0.0252
C 1.1982 -2.7016 3.1964 -0.0413 0.1900 0.0642
C 2.0296 -2.8972 -0.3771 0.0864 -0.0374 0.0712
C -2.7168 -2.0171 -3.1556 -0.0715 0.0110 0.0786
C -0.9284 6.2308 0.9710 -0.0046 0.0291 -0.0331
C 4.4940 3.2311 -0.2291 0.0313 0.0069 -0.0016
C -0.4425 2.5482 1.4374 -0.4015 0.3924 -0.4784
C 5.6163 2.4273 -0.3916 -0.0098 -0.0259 -0.0167
C -0.4533 -2.4709 1.3804 0.1317 0.2532 0.1687
C -0.4824 -3.8995 1.3329 0.0178 -0.0411 0.2015
C 0.7255 1.1915 -1.3403 -0.0204 0.0772 0.3180
C 3.2913 2.8493 -0.7995 -0.0894 0.1081 -0.0081
C 0.3331 -4.6549 2.1255 0.0114 -0.0734 0.1591
C 3.3031 -1.4866 -1.9057 -0.0003 0.1217 0.0207
C 1.1265 5.8648 2.1687 0.0238 0.0409 -0.0167
C -4.9706 1.2587 0.0545 0.1600 0.0662 0.1218
C 1.8902 1.3616 -2.2570 0.0468 0.0565 0.0786
C -3.3337 -1.2201 -1.0364 0.0217 0.0401 0.0344
C -0.2084 3.9936 1.4721 0.0041 0.0609 0.0070
C 3.1792 1.6601 -1.5160 -0.0374 -0.0138 0.0149
C 2.7748 -2.2792 -2.9395 -0.0329 0.1274 0.0726
C -1.1318 4.8608 0.8968 -0.0639 -0.0062 -0.0575
C -3.8252 -2.1424 -2.1058 0.0441 0.0021 -0.1192
H -4.4454 1.3749 -0.8913 0.0826 0.0128 -0.1246
H 1.8408 -2.2184 3.9276 -0.0378 -0.0345 -0.0906
H 1.6446 3.8019 2.5246 -0.0283 0.0700 -0.0047
H -5.4491 2.2036 0.2999 -0.0003 0.0455 0.0023
H 6.3595 0.5589 -1.1627 -0.0692 0.0426 0.0367
H 6.5691 2.7254 0.0304 -0.0530 -0.0156 -0.0318
H 0.3429 7.8049 1.6779 0.0176 -0.0376 -0.0213
H -2.6393 -1.6395 2.4921 -0.0370 0.0327 0.0564
H -1.6487 6.9066 0.5270 0.0124 -0.0360 0.0225
H 1.9515 0.4423 -2.8299 0.0764 -0.0875 -0.0674
H -2.0971 -2.9134 -3.2060 -0.0039 0.0134 -0.0078
H 1.6708 2.1776 -2.9410 -0.0173 0.0462 -0.0476
H 1.7813 -3.1493 0.6471 0.2028 0.0555 -0.2435
H -5.7409 0.4916 -0.0381 -0.0422 -0.0294 0.0096
H 4.5615 4.1627 0.3211 -0.0078 -0.0545 -0.0352
H -4.7970 -1.8025 -2.4648 -0.0294 -0.0010 0.0127
H 1.1899 -0.0801 3.2457 0.0195 -0.0617 0.0266
H 2.4239 3.5022 -0.7140 0.0947 -0.0763 -0.0165
H -2.8064 -4.8969 1.7911 0.0357 -0.0513 0.0217
H -3.2027 -5.1146 0.0752 0.0273 0.0390 -0.0244
H 1.5120 -3.8745 -3.5702 0.0356 0.0333 0.0370
H -3.9483 -3.1460 -1.7051 -0.0148 -0.0321 0.0439
H -3.0445 -0.0394 3.1529 0.0147 -0.0419 0.0144
H -3.0687 -1.7910 -4.1595 0.0095 0.0149 -0.0029
H 1.8596 -4.6743 3.6662 -0.0658 0.0377 -0.0362
H 0.8020 -4.4294 -1.2351 0.0519 0.0727 -0.0193
H -2.0105 4.4625 0.4028 0.0293 0.0630 0.0419
H 0.2967 -5.7344 2.0095 0.0110 0.1000 0.0099
H -3.0668 -3.4727 0.7680 0.0243 0.0848 -0.0355
H 2.0108 6.2587 2.6540 -0.0311 -0.0157 0.0036
H -4.3436 -1.1161 2.5994 0.0717 0.0396 0.0522
H 4.6485 -0.5565 -3.1170 0.0400 -0.0100 -0.1712
```
Forces are in eV/Å.

## Properties
Spin multiplicity: 2
Gap between HOMO and LUMO (alpha / beta): 7.267 / 7.058 eV
Energy above the lowest of the compared OMol25 structures with the same formula, charge and spin: 50.6 kJ/mol
Net charge: 0
Energy: -4396.70832 Ha
HOMO (alpha / beta): -7.61 / -7.36 eV


# 2
This record from OMol25 describes C37H32Cl3N9O4PbS2 as an isolated structure. The level of theory is ωB97M-V/def2-TZVPD.

```
88
Properties=species:S:1:pos:R:3:forces:R:3
Pb -0.6221 -0.0967 0.0372 -1.2653 0.0045 0.1437
Cl -1.3097 -3.5280 -7.0264 0.1353 -0.1283 -0.1287
Cl -2.9949 -5.9002 -2.5226 -0.1132 -0.1432 -0.0351
Cl -4.2728 1.7901 -4.5089 -0.0653 0.0306 0.0303
S -2.5257 3.7646 -5.9086 -0.2952 -0.4955 -0.1723
S -0.5583 4.3598 2.0205 0.1285 0.5838 0.4577
O -0.2140 -0.1316 2.5569 1.0015 0.3261 0.4521
O -2.7096 -0.8500 -7.0549 0.2746 -0.3030 -0.0402
O 2.6978 -1.9080 0.7350 0.4393 0.0586 0.2369
O 7.8839 -3.3041 0.3406 0.0564 0.8812 0.6052
N 4.7306 0.6173 4.2062 -1.4378 -0.7259 0.1173
N -0.7445 2.1114 0.4338 -0.1069 -0.0840 -0.6563
N -0.1073 0.3652 -2.2952 0.3442 -0.1956 -0.0522
N -1.1175 -3.6461 -1.1336 0.2784 -0.0617 0.1658
N 0.9793 -4.5841 -0.6892 -0.1016 -0.0023 0.0127
N 0.6515 -2.4205 -0.1919 -0.1086 0.3922 -0.0224
N 1.6279 0.6400 0.6555 -0.1546 -0.1394 0.3789
N -0.3687 0.0623 -4.4569 0.2588 0.0124 0.5004
N 5.8431 0.4105 3.7508 1.4891 1.2349 -0.5641
C -3.6968 0.1432 -7.3119 -0.2767 0.2032 0.0390
C -0.2542 1.4056 -4.2505 0.1038 0.4308 0.2182
C 0.1282 -3.5542 -0.6781 0.3568 -0.1076 0.0920
C 8.1451 -1.4314 1.6792 0.1748 0.1750 0.0582
C -2.0901 -3.4055 -5.4998 -0.1945 0.0557 0.4178
C 0.7325 -5.9027 -1.2209 -0.2244 -0.2155 -0.1390
C 7.3204 -2.4784 1.1991 0.1491 0.1222 0.0241
C 4.1327 1.4951 1.4557 -0.2042 -0.1007 0.0226
C -0.6770 3.0784 1.1031 0.0469 -0.2122 0.0372
C -2.5386 -2.1737 -5.0196 -0.0533 0.1345 -0.2407
C -2.2519 -4.5594 -4.7435 0.0569 -0.0274 -0.0250
C -3.2376 -2.1424 -3.8177 0.0814 -0.1807 -0.0551
C -3.4259 -3.2854 -3.0629 -0.0415 -0.2323 -0.0959
C 6.3275 -0.5809 3.0071 -0.6967 -0.7203 0.2727
C 3.2168 1.0149 2.3930 -0.4379 0.1689 -0.7075
C -1.9375 3.4404 -7.4910 -0.0495 0.0078 0.2398
C 3.7592 1.5481 0.1286 0.0201 -0.1079 0.2151
C -0.7092 -0.5749 -5.6996 -0.6309 -0.3367 -0.7440
C 1.9231 -2.6765 0.2092 -0.0661 -0.9771 -0.2422
C 2.4357 0.7988 4.7456 -1.1111 -0.3619 0.4282
C -2.8933 -4.4815 -3.5209 -0.1162 0.2621 -0.1578
C 5.9880 -2.5618 1.6586 -0.4616 -0.1531 0.0312
C 7.1954 -4.4346 -0.1618 -0.3397 -0.6958 -0.3175
C -2.2397 -0.8727 -5.7288 0.1678 0.2060 0.0381
C 5.5062 -1.6495 2.5535 0.1350 -0.1953 -0.2150
C 3.5208 0.8331 3.8107 1.0115 -0.0127 -0.2969
C -3.3518 2.2373 -5.8887 0.2479 0.4426 -0.2590
C -0.2760 -0.5247 -3.2567 0.0600 -0.2143 0.1740
C -2.3614 2.2419 -7.9625 0.1489 0.1853 0.0358
C 1.9318 0.6602 1.9534 0.9243 0.2820 -0.3427
C 7.6794 -0.5196 2.5783 0.2037 -0.0508 -0.2060
C -0.0860 1.5822 -2.9097 -0.0838 0.3104 -0.3934
C -3.1810 1.5300 -7.0486 -0.1879 -0.1455 0.4730
C 1.1788 0.5511 4.3223 0.5930 0.1430 0.8830
C 2.2202 -4.1569 -0.1017 0.2639 0.1718 0.1919
C 0.8723 0.3126 2.9256 -0.8262 -0.3255 -0.5128
C 2.5080 1.0572 -0.2310 0.3274 0.1908 -0.1680
H 7.8932 -4.9143 -0.8493 -0.1581 0.0848 0.1219
H 6.2887 -4.1470 -0.7029 0.1359 0.0586 0.0627
H 2.6778 0.8963 5.7940 -0.0714 0.0036 0.0814
H 1.6221 -6.5118 -1.0789 -0.0484 0.0193 0.0040
H 0.5136 -5.8523 -2.2890 -0.0009 -0.0524 -0.0161
H -0.3223 -1.5836 -3.1059 -0.0600 -0.3316 -0.0609
H 2.2107 1.0118 -1.2670 -0.0768 0.0167 -0.1402
H -0.2977 2.1118 -5.0536 -0.0405 0.1240 -0.2051
H 4.4850 -1.7206 2.8971 -0.1170 -0.0497 -0.0464
H 2.4427 -4.7149 0.8122 0.0322 0.0722 -0.0035
H -0.4825 0.0991 -6.5283 0.0285 -0.0206 0.1650
H -1.5332 -4.5428 -1.3509 0.0289 0.0711 -0.0216
H -3.9827 -3.2518 -2.1398 -0.0855 -0.0302 0.1276
H 9.1520 -1.3832 1.2984 0.1681 0.0165 0.0409
H -3.9366 0.0269 -8.3701 -0.0695 0.0126 0.1418
H -4.5958 -0.0543 -6.7141 0.0782 0.0185 -0.1061
H -3.6434 -1.2074 -3.4615 -0.0144 0.1734 -0.0117
H -0.1357 -1.4942 -5.8334 0.0455 0.2009 0.0672
H -1.3202 4.1672 -7.9817 0.0951 0.1422 -0.1388
H -1.7338 -2.8636 -1.0091 -0.0481 0.0306 -0.0068
H -1.8707 -5.5004 -5.1078 0.0051 -0.0888 -0.0387
H 4.4318 1.9439 -0.6160 -0.0096 -0.0049 -0.0975
H 5.3232 -3.3267 1.2927 -0.0142 -0.1153 -0.0222
H 0.0339 2.4873 -2.3536 -0.0268 0.2901 0.1461
H 8.3125 0.2695 2.9562 0.0375 0.0733 -0.0064
H 3.0602 -4.2549 -0.7923 0.0093 0.0319 -0.0232
H 0.3561 0.4554 5.0151 -0.0249 0.0262 0.0790
H 6.9471 -5.1305 0.6443 0.0390 0.1090 -0.0342
H 5.1039 1.8514 1.7694 0.0661 0.0109 -0.0003
H -0.1018 -6.3878 -0.7103 0.0390 -0.0296 0.0046
H -2.7198 -0.0731 -5.1550 0.1372 -0.1662 -0.0242
H -2.1192 1.8634 -8.9379 0.0921 -0.0614 -0.2413
```
Forces are in eV/Å.

## Properties
Spin multiplicity: 1
Gap between HOMO and LUMO: 4.403 eV
Energy above the lowest of the compared OMol25 structures with the same formula, charge and spin: 157.0 kJ/mol
Net charge: +2
Energy: -4592.21608 Ha
HOMO: -11.95 eV


# 3
This record from OMol25 describes C37H32MgN2PSTe as an isolated structure. The level of theory is ωB97M-V/def2-TZVPD.

```
75
Properties=species:S:1:pos:R:3:forces:R:3
Te -1.1974 1.0928 -0.7340 0.0140 -0.0727 -0.2642
S -2.6727 -2.0338 -0.8958 0.4051 -0.2715 -0.0842
P 2.3524 -1.9201 -0.1305 -0.3115 0.4130 0.1932
Mg -0.2330 -1.5544 -0.1202 -0.3169 -0.2382 -0.1458
N -2.2018 -3.0158 -3.3181 -0.0338 -0.0325 0.1604
N -3.4534 -1.1123 -3.2928 -0.0122 0.2038 -0.0520
C 0.2665 -1.8134 4.7259 0.0538 0.0156 0.0288
C 3.8157 -1.5486 3.6778 0.0203 0.0106 -0.0547
C -0.9704 -1.9799 4.1835 -0.0228 -0.0330 -0.0985
C 3.6846 -1.6606 2.2789 0.1174 -0.0104 0.0644
C -4.0206 4.5718 1.8223 0.0235 -0.0056 -0.0084
C 2.9872 2.1538 -0.5187 -0.0157 0.0293 -0.0839
C 3.8777 -2.7588 -0.6328 -0.0902 -0.0638 -0.0293
C -1.1204 -2.0308 2.7753 0.0404 0.0178 0.0121
C -5.2685 1.3453 -1.1768 -0.0236 0.0361 -0.0648
C 1.4109 -1.7268 3.8932 0.0162 -0.0044 0.0595
C 2.4516 -1.7709 1.6887 -0.0843 -0.0665 -0.0801
C -0.0610 -1.9338 1.8986 0.2806 0.2229 0.3882
C 6.0283 -2.8267 -1.7075 -0.0374 0.0037 0.0132
C 1.2507 -1.8008 2.4843 -0.0803 -0.1247 -0.1400
C -3.7159 1.2799 -3.4713 -0.0313 0.0665 -0.0375
C -4.9435 2.5284 -1.8255 0.0079 -0.0238 -0.0224
C 5.1710 -4.7915 -0.6162 0.0115 0.0384 -0.0241
C 2.9595 0.8729 0.0160 -0.0678 -0.0313 0.0842
C -2.7180 2.6715 1.1275 0.0995 -0.0669 -0.0314
C -4.8169 0.1272 -1.6629 -0.1296 -0.0123 0.0557
C 2.1075 1.3201 -2.5982 0.0142 -0.0085 0.0612
C -0.4550 2.9134 0.0953 -0.0902 0.0284 0.1587
C -2.7851 -2.0362 -2.6059 0.0169 -0.0310 0.1153
C 6.1760 -4.1537 -1.3359 -0.0171 0.0046 0.0128
C -3.8655 3.1966 1.7044 0.0019 0.0456 0.0021
C 2.5641 2.3796 -1.8235 0.0395 -0.0245 0.0483
C -2.5186 1.1871 0.9361 -0.0440 0.0971 0.0978
C 2.7013 -1.5825 4.4625 -0.0572 -0.0143 -0.0366
C -4.1875 2.4905 -2.9890 -0.0083 -0.0048 -0.0217
C 2.4950 -0.1950 -0.7475 0.2049 -0.1171 -0.0520
C -1.7069 3.5304 0.6831 0.0629 -0.0540 0.0126
C -1.8736 4.9047 0.7902 -0.0207 -0.0069 0.0431
C -3.0295 5.4255 1.3580 -0.0012 -0.0388 -0.0147
C -4.0098 0.1111 -2.7873 0.0510 -0.1076 -0.1103
C 4.0231 -4.0994 -0.2713 0.0061 -0.0053 0.0030
C 4.8790 -2.1263 -1.3578 0.0939 0.0270 -0.0390
C 2.0683 0.0431 -2.0563 0.0580 0.0325 -0.0404
H 3.3464 2.9788 0.0836 -0.0032 -0.0084 -0.0048
H 0.3982 -1.7556 5.8003 0.0086 -0.0096 -0.0166
H 4.5819 -1.6727 1.6697 -0.0183 0.0061 -0.0019
H -5.0866 -0.7953 -1.1686 -0.0069 0.0475 -0.0266
H 0.0021 3.5227 -0.6799 -0.0290 -0.0052 -0.0108
H 1.7111 -0.7844 -2.6628 -0.0056 -0.0087 -0.0082
H -1.1000 5.5712 0.4276 -0.0023 -0.0044 0.0122
H -4.6446 2.5304 2.0563 0.0076 0.0015 -0.0018
H 2.7890 -1.5126 5.5408 -0.0165 -0.0063 -0.0127
H 4.7992 -1.4479 4.1176 -0.0081 -0.0127 -0.0045
H -2.0245 0.7107 1.7837 0.0160 0.0088 0.0248
H 6.8092 -2.3289 -2.2672 -0.0035 -0.0026 0.0042
H -5.2915 3.4743 -1.4327 0.0062 0.0035 -0.0014
H 4.7754 -1.0875 -1.6467 -0.0044 -0.0116 0.0136
H 1.7846 1.4889 -3.6174 0.0068 -0.0051 -0.0008
H 5.2828 -5.8281 -0.3268 0.0014 0.0093 0.0014
H -3.9482 3.4051 -3.5146 -0.0065 -0.0019 0.0058
H 0.2921 2.6771 0.8520 0.0016 0.0355 0.0226
H 3.2431 -4.5976 0.2932 -0.0028 0.0067 0.0057
H -5.8884 1.3667 -0.2899 -0.0045 -0.0002 -0.0048
H -3.1574 6.4972 1.4331 0.0051 -0.0078 0.0080
H -3.1004 1.2485 -4.3636 0.0090 0.0035 0.0328
H -2.4098 -3.1500 -4.2953 0.0226 0.0233 -0.0187
H -3.3819 -1.1592 -4.3002 -0.1015 -0.0191 0.0039
H -2.1294 -2.1571 2.3894 -0.0154 0.0309 0.0031
H -4.9194 4.9759 2.2695 0.0041 0.0017 -0.0100
H -1.8373 -2.0689 4.8270 -0.0055 0.0096 -0.0297
H -1.8623 -3.8145 -2.8072 0.0018 0.0387 -0.0257
H 7.0742 -4.6937 -1.6046 -0.0065 -0.0012 -0.0035
H -3.4360 0.6493 0.7110 0.0141 0.0596 -0.0076
H 3.2829 0.7046 1.0365 0.0005 0.0022 -0.0341
H 2.5997 3.3788 -2.2391 -0.0087 -0.0060 0.0075
```
Forces are in eV/Å.

## Properties
Spin multiplicity: 1
Gap between HOMO and LUMO: 7.594 eV
Net charge: +1
Energy: -2746.17504 Ha
HOMO: -10.07 eV